[1]
DFT (ωB97M-V/def2-TZVPD) results for the ion C5H6PS with charge -1.

Element x y z (Å)
C1 -0.255 -0.468 -0.720
C2 -1.308 0.620 -0.635
C3 -0.056 -1.764 0.307
C4 0.738 -0.730 0.394
C5 1.909 -0.035 0.971
P1 -1.940 1.919 -1.651
S1 -3.408 2.795 -0.573
H1 0.008 -0.811 -1.728
H2 -1.994 0.474 0.124
H3 -0.543 -2.655 0.572
H4 2.611 -0.692 1.441
H5 1.830 0.978 1.514
H6 2.407 0.369 -0.015

Cartesian forces, eV/Å:
0.1 -1.0 0.4
0.3 0.5 -2.2
-0.1 3.3 -1.3
-1.0 -0.2 -0.2
1.1 2.5 -2.4
1.3 -1.6 1.3
0.0 -0.1 -0.3
0.3 0.5 0.2
-1.1 -0.2 2.1
-0.2 -0.8 0.5
0.3 -0.3 0.5
-0.7 -1.9 -0.4
-0.3 -0.8 1.7

Computed properties:
- ΔE to the lowest compared entry with this formula, charge and spin: 259.8 kJ/mol
- LUMO level (alpha / beta): 0.1289 / 0.1289 Eh
- Charge: -1
- 2S+1: 1
- SMILES: CC1=C[C@H]1/C=P/[S-]

[2]
DFT (ωB97M-V/def2-TZVPD) results for a structure of composition C22H49DyN2P3S2.

Element x y z (Å)
Dy1 -0.198 -0.549 -0.771
P1 0.721 -1.982 1.491
P2 -0.089 1.712 1.083
P3 4.676 0.966 -0.644
H1 1.521 -2.804 -4.673
C1 2.057 -2.260 -3.892
C2 2.221 -2.836 -2.592
H2 1.412 -3.410 -2.121
C3 -0.668 -3.126 1.837
C4 0.768 -1.083 3.090
C5 2.125 -3.110 1.839
C6 -0.397 3.190 0.047
C7 -1.700 1.606 1.984
C8 0.868 2.578 2.395
C9 6.367 0.610 -1.221
C10 4.051 0.459 0.991
C11 3.863 2.517 -1.115
H3 2.878 -1.612 -4.220
H4 3.205 -3.308 -2.393
H5 -0.982 -3.622 0.911
H6 -1.522 -2.578 2.251
H7 -0.321 -3.872 2.563
H8 -0.064 -0.374 3.178
H9 1.715 -0.530 3.171
H10 0.710 -1.824 3.900
H11 2.577 -3.439 0.899
H12 1.748 -3.984 2.393
H13 2.882 -2.604 2.454
H14 -0.682 4.031 0.696
H15 -1.193 3.002 -0.684
H16 0.529 3.444 -0.488
H17 -1.778 2.436 2.697
H18 -1.766 0.671 2.555
H19 -2.543 1.630 1.281
H20 0.299 3.478 2.683
H21 1.849 2.896 2.019
H22 1.013 1.951 3.285
H23 6.995 1.496 -1.056
H24 6.333 0.374 -2.301
H25 6.754 -0.279 -0.692
H26 4.792 0.708 1.768
H27 3.841 -0.622 1.061
H28 3.101 0.949 1.266
H29 4.625 3.266 -1.358
H30 3.241 2.895 -0.284
H31 3.221 2.384 -1.993
C12 1.268 -0.180 -2.706
C13 1.423 1.096 -3.251
C14 0.755 1.350 -4.449
C15 -0.288 0.542 -4.890
C16 -0.728 -0.537 -4.129
C17 0.056 -0.933 -3.047
S1 2.402 -1.023 -1.584
H32 4.140 0.045 -1.573
H33 2.163 1.769 -2.851
H34 1.062 2.164 -5.101
H35 -0.793 0.756 -5.832
H36 -1.612 -1.136 -4.369
H37 -0.126 -1.921 -2.513
C18 -4.218 -1.799 3.486
C19 -4.436 -0.888 2.290
N1 -3.824 -1.476 1.096
C20 -3.471 -0.805 -0.005
S2 -2.621 -1.670 -1.212
N2 -3.777 0.537 -0.151
C21 -5.184 0.992 -0.111
C22 -5.224 2.403 0.405
H38 -4.791 -2.727 3.385
H39 -4.583 -1.316 4.396
H40 -3.159 -2.034 3.637
H41 -5.517 -0.803 2.115
H42 -4.009 0.114 2.465
H43 -3.505 -2.449 1.176
H44 -3.356 0.931 -1.001
H45 -5.640 0.943 -1.107
H46 -5.769 0.332 0.518
H47 -4.789 3.089 -0.326
H48 -6.254 2.702 0.619
H49 -4.650 2.493 1.331

Cartesian forces, eV/Å:
0.1 0.5 2.7
0.0 -0.5 1.4
-0.8 1.1 0.5
-0.9 -1.2 -1.4
-0.3 0.5 0.4
0.6 -2.0 -0.5
0.7 -0.2 -1.1
0.1 0.0 -0.3
-0.2 -0.1 -0.2
-0.1 0.3 0.0
0.3 -0.1 -0.6
0.0 0.0 -0.2
0.0 -0.1 0.0
0.5 -0.3 0.1
0.6 0.8 0.6
0.5 -0.2 0.8
0.5 0.7 0.3
-0.3 -0.3 -0.1
-0.5 0.7 0.3
0.0 -0.1 0.3
0.2 -0.1 -0.1
-0.3 0.2 -0.1
0.2 -0.2 0.1
-0.2 -0.1 0.1
0.0 0.3 -0.1
0.1 -0.2 0.2
0.2 0.3 -0.2
-0.2 -0.1 -0.2
0.0 -0.2 -0.3
0.2 0.1 0.1
-0.3 0.1 0.1
0.0 -0.1 -0.2
0.0 0.2 -0.1
0.4 0.1 0.3
0.2 -0.4 -0.1
-0.2 -0.1 0.1
0.0 0.2 -0.3
0.2 -0.5 0.0
-0.2 0.3 0.6
-0.1 0.5 -0.1
-0.2 -0.1 -0.2
0.4 0.3 -0.4
0.5 0.1 -0.5
-0.2 0.0 0.1
0.4 -0.2 -0.3
0.7 0.0 0.5
-1.0 -0.5 1.1
0.2 -0.8 -0.9
-0.1 0.4 -0.1
-0.7 -0.3 -0.1
-0.1 0.0 0.2
2.2 -0.5 -1.7
-3.1 0.1 0.2
0.1 0.7 0.7
-0.2 -0.2 -0.6
-0.1 0.2 0.4
0.2 0.1 0.3
0.3 0.3 -0.2
0.2 0.7 -1.0
-0.1 -0.1 0.2
-0.5 0.0 0.4
0.5 0.7 -0.6
-0.5 0.2 1.0
0.6 0.1 -0.4
0.0 -1.4 -1.1
-0.6 0.3 0.3
-0.1 0.4 0.2
0.2 0.1 -0.1
0.1 0.0 -0.2
-0.1 0.0 0.0
0.3 0.2 0.2
-0.2 -0.3 -0.2
-0.4 0.6 -0.3
-0.1 -0.5 0.5
0.3 -0.2 0.1
0.1 -0.1 0.1
-0.1 0.1 0.1
0.2 0.1 -0.2
-0.1 0.0 0.0

Computed properties:
- ΔE to the lowest compared entry with this formula, charge and spin: 272.8 kJ/mol
- LUMO level (alpha / beta): -0.3257 / -0.3117 Eh
- Charge: +3
- 2S+1: 6

[3]
DFT (ωB97M-V/def2-TZVPD) results for a cluster of 2 separate species, C4H12O3 in total.

Element x y z (Å)
C1 0.337 -2.075 -0.406
O1 0.267 -2.428 0.940
C2 1.523 -1.145 -0.680
C3 1.405 0.362 -0.107
C4 1.722 1.414 -1.200
O2 2.191 0.573 1.021
H1 -0.622 -1.682 -0.812
H2 0.483 -2.991 -1.045
H3 1.064 -2.256 1.465
H4 1.744 -1.118 -1.798
H5 2.291 -1.686 -0.033
H6 0.298 0.338 0.253
H7 2.757 1.232 -1.611
H8 1.858 2.206 -0.433
H9 1.096 1.338 -2.039
H10 3.136 0.504 0.845
H11 -6.950 2.078 0.208
H12 -6.540 3.634 0.071
O3 -6.275 2.738 0.450

Cartesian forces, eV/Å:
0.5 -0.3 -1.8
-0.8 -0.2 0.9
0.6 0.3 0.4
-1.9 -2.9 -1.6
2.5 -1.2 2.9
0.1 0.1 1.0
0.3 0.1 0.9
0.1 0.5 0.6
-0.2 0.2 -0.7
0.1 -0.2 1.5
0.0 0.9 -1.4
1.8 0.9 -0.5
-0.8 -0.1 0.5
-0.7 1.0 -1.8
-1.4 0.9 -0.7
-0.1 -0.1 -0.4
0.3 0.8 0.0
0.3 -2.1 0.7
-0.6 1.4 -0.7

Computed properties:
- ΔE to the lowest compared entry with this formula, charge and spin: 171.4 kJ/mol
- LUMO level: 0.0351 Eh
- Charge: 0
- 2S+1: 1
- SMILES: C[C@H](O)CCO.O

[4]
DFT (ωB97M-V/def2-TZVPD) results for a structure of composition C22H16N3O3W.

Element x y z (Å)
W1 0.445 -0.021 0.088
C1 -3.446 1.753 -0.934
C2 -4.101 0.636 -1.438
C3 -3.374 -0.528 -1.667
C4 -2.033 -0.568 -1.360
N1 -1.391 0.522 -0.796
C5 -2.109 1.659 -0.624
C6 -1.113 -1.648 -1.746
C7 -1.346 -2.769 -2.513
C8 -0.245 -3.489 -2.980
C9 1.052 -3.019 -2.780
C10 1.229 -1.890 -2.007
N2 0.157 -1.316 -1.411
C11 2.430 -1.062 -1.799
C12 3.689 -1.324 -2.289
C13 4.708 -0.395 -2.085
C14 4.434 0.783 -1.404
C15 3.160 0.989 -0.922
N3 2.162 0.099 -1.111
H1 -3.971 2.686 -0.780
H2 -5.157 0.678 -1.669
H3 -3.850 -1.392 -2.110
H4 -1.567 2.504 -0.227
H5 -2.351 -3.074 -2.771
H6 -0.403 -4.385 -3.566
H7 1.891 -3.519 -3.244
H8 3.879 -2.241 -2.830
H9 5.705 -0.594 -2.458
H10 5.204 1.523 -1.234
H11 2.902 1.883 -0.371
O1 0.164 2.082 1.396
C16 -0.261 1.751 2.715
C17 -0.846 2.677 3.544
C18 -1.332 2.254 4.780
C19 -1.272 0.918 5.157
C20 -0.684 -0.013 4.318
C21 -0.149 0.410 3.104
C22 0.582 -0.421 2.151
O2 0.048 -1.398 1.433
O3 1.687 0.000 1.620
H12 0.454 3.004 1.404
H13 -0.943 3.716 3.249
H14 -1.775 2.985 5.443
H15 -1.674 0.601 6.109
H16 -0.592 -1.050 4.615

Cartesian forces, eV/Å:
0.2 1.1 -1.3
-0.3 -0.1 -0.1
0.1 0.3 0.2
0.3 -0.3 0.0
-0.3 0.3 0.0
-0.8 -0.2 0.0
0.4 0.0 0.2
0.3 -0.2 0.0
-0.2 0.1 0.1
0.1 0.0 0.0
0.1 0.0 0.0
-0.3 0.2 0.2
-0.4 -0.9 -0.8
0.3 0.2 0.0
-0.3 -0.2 0.0
0.0 0.2 0.1
0.1 -0.1 -0.1
-0.2 0.0 0.0
0.6 -0.1 0.4
0.0 0.0 0.0
0.0 0.0 0.0
0.0 0.0 0.0
0.0 0.0 0.1
0.0 0.0 0.0
0.0 0.0 0.0
0.0 0.0 0.0
0.0 0.0 0.0
0.0 0.0 0.0
0.0 0.0 0.0
0.0 0.0 0.1
-0.3 -0.5 0.1
-0.1 -0.2 0.2
0.0 0.2 -0.1
0.0 0.0 0.0
0.0 0.0 0.0
0.0 -0.1 0.0
0.2 0.1 0.1
-0.1 0.0 1.5
0.0 0.4 -0.6
0.5 -0.2 0.4
0.2 0.1 -0.3
0.0 0.0 0.0
0.0 0.0 0.0
0.0 0.0 0.0
0.0 0.0 0.0

Computed properties:
- ΔE to the lowest compared entry with this formula, charge and spin: 49.9 kJ/mol
- LUMO level (alpha / beta): -0.4474 / -0.4432 Eh
- Charge: +3
- 2S+1: 1

Molecular weight readings, ordered: 129.14, 661.20, 108.14, 554.23 g/mol